Record 1
This record from OMol25 describes C26H45IN8O3PRuS as an isolated structure at a distorted geometry. The level of theory is ωB97M-V/def2-TZVPD.

Each line ends with the Löwdin spin population.
Atoms and positions in Å:
1 I -3.000 3.747 -1.819  0.07
2 Ru -0.646 0.068 0.474  0.03
3 S 0.969 -1.266 1.498  0.01
4 P -1.825 -2.161 -2.359  0.00
5 O -1.478 -1.090 -1.378  0.00
6 O -0.771 0.962 4.043  0.00
7 O -1.359 1.391 1.911  0.00
8 N -0.474 2.020 -1.679  0.13
9 N 1.703 1.320 1.733  0.03
10 N 2.319 0.005 3.453  0.03
11 N -0.566 -2.683 -3.284  0.00
12 N -2.939 -1.611 -3.428  0.00
13 N -2.265 -1.253 1.331  0.00
14 N 0.989 1.458 0.572  0.15
15 N -2.471 -3.528 -1.674  0.00
16 C -1.548 0.913 3.107  0.00
17 C -1.633 2.239 -0.890  0.03
18 C -0.690 1.676 -3.018  0.12
19 C -0.051 2.321 -4.013  0.01
20 C -4.780 -0.458 -4.305  0.00
21 C 0.622 -3.290 -2.614  0.00
22 C 1.819 -2.867 -3.476  0.00
23 C -4.048 -4.741 -0.435  0.00
24 C 2.268 3.552 0.417  -0.01
25 C 1.258 2.561 -0.087  -0.04
26 C -2.626 -1.234 2.763  0.00
27 C -4.914 -1.926 -4.711  0.00
28 C 1.450 -0.977 5.555  0.00
29 C 2.328 -1.160 4.321  0.00
30 C 1.662 0.135 2.281  0.04
31 C -1.689 -4.377 -0.737  0.00
32 C -3.886 -0.530 -3.075  0.00
33 C -3.514 -2.493 -4.467  0.00
34 C -2.711 -4.875 0.292  0.00
35 C 1.249 3.535 -2.388  -0.01
36 C 0.882 3.358 -3.705  0.21
37 C -2.865 0.178 3.250  0.00
38 C -0.089 -1.791 -4.366  0.00
39 C 0.666 2.770 -1.380  0.19
40 C -3.867 -3.440 -1.200  0.00
41 C 1.189 -2.479 -4.812  0.00
42 H 2.050 4.212 -2.125  0.00
43 H 1.948 -0.357 6.304  0.00
44 H 3.363 -1.351 4.615  0.00
45 H -0.261 2.051 -5.039  0.00
46 H -1.436 2.636 0.096  0.00
47 H -3.632 0.662 2.640  0.00
48 H -3.055 -0.977 0.757  0.00
49 H 0.946 -3.371 -5.394  0.00
50 H -4.553 -3.341 -2.041  0.00
51 H -4.278 0.109 -5.092  0.00
52 H -2.912 -2.438 -5.377  0.00
53 H -5.647 -2.422 -4.070  0.00
54 H -3.523 -3.534 -4.141  0.00
55 H 1.341 3.938 -4.492  0.01
56 H -4.477 -0.780 -2.188  0.00
57 H 0.515 -0.489 5.282  0.00
58 H 2.548 0.892 3.876  0.00
59 H -3.364 0.405 -2.882  0.00
60 H -5.229 -2.053 -5.745  0.00
61 H -0.836 -1.710 -5.153  0.00
62 H 1.823 -1.827 -5.412  0.00
63 H 0.142 -0.787 -3.996  0.00
64 H -3.507 -1.857 2.945  0.00
65 H 1.990 -2.011 3.734  0.00
66 H -1.432 0.908 -3.182  0.01
67 H -4.024 -2.587 -0.528  0.00
68 H -2.498 -5.894 0.611  0.00
69 H -3.183 0.169 4.292  0.00
70 H -0.874 -3.824 -0.263  0.00
71 H 1.232 -1.945 6.012  0.00
72 H -4.176 -5.566 -1.139  0.00
73 H 3.265 3.328 0.028  0.00
74 H -2.292 1.367 -0.881  0.00
75 H -1.986 -2.184 1.047  0.00
76 H -5.734 0.019 -4.088  0.00
77 H 2.554 -3.666 -3.563  0.00
78 H -2.711 -4.239 1.180  0.00
79 H -1.257 -5.214 -1.285  0.00
80 H 0.510 -4.374 -2.596  0.00
81 H 2.317 3.488 1.499  0.00
82 H 0.739 -2.933 -1.589  0.00
83 H -4.904 -4.715 0.237  0.00
84 H -1.788 -1.661 3.317  0.00
85 H 2.307 -1.998 -3.034  0.00
86 H 1.994 4.564 0.122  0.00

Output
ΔE to the lowest compared entry with this formula, charge and spin ... 41.3 kcal per mole
2S+1 ... 2
Total charge ... 0
Frontier orbital gap (alpha / beta) ... 0.226 / 0.229 hartree
<S²> ... 0.813

Record 2
This record from OMol25 describes C32H22IN2RuS as an isolated structure. The level of theory is ωB97M-V/def2-TZVPD.

Each line ends with the natural charge from an NBO analysis.
Atoms and positions in Å:
1 I -0.169 1.920 0.785  0.58
2 Ru -0.826 -0.395 -0.104  0.65
3 S 2.763 -1.441 -2.611  0.49
4 N -1.411 -1.982 0.487  -0.42
5 N 2.269 0.620 0.748  -0.49
6 C -1.367 -2.263 3.992  -0.17
7 C -2.685 0.189 3.904  -0.22
8 C -1.458 -1.481 5.132  -0.20
9 C -1.644 -6.172 0.444  -0.21
10 C -2.348 0.485 -1.019  -0.09
11 C 4.402 0.963 1.773  -0.25
12 C -1.395 -4.815 0.517  -0.19
13 C -2.869 1.699 -0.459  -0.16
14 C -3.160 -6.000 2.310  -0.21
15 C -2.582 -0.582 2.757  -0.14
16 C 5.003 0.213 0.770  -0.14
17 C 2.837 -0.109 -0.216  0.18
18 C -3.063 -0.161 -1.995  -0.21
19 C -4.153 2.152 -0.851  0.03
20 C -2.907 -4.640 2.395  -0.19
21 C -2.117 -0.258 5.089  -0.18
22 C -4.691 3.325 -0.261  -0.17
23 C -4.862 1.433 -1.840  -0.18
24 C -2.155 2.517 0.458  -0.18
25 C 3.034 1.137 1.708  0.05
26 C -2.529 -6.764 1.339  -0.17
27 C 1.296 -1.920 -3.328  -0.40
28 C 0.227 -1.519 -2.591  -0.27
29 C -1.919 -1.807 2.797  -0.15
30 C 4.217 -0.326 -0.230  -0.23
31 C -1.767 -2.588 1.548  0.28
32 C -4.321 0.319 -2.415  -0.20
33 C -2.027 -4.044 1.496  -0.05
34 C 0.600 -0.803 -1.411  -0.13
35 C -3.982 4.048 0.655  -0.21
36 C 1.971 -0.696 -1.273  -0.26
37 C -2.670 3.653 1.005  -0.23
38 H -3.852 -6.464 3.001  0.23
39 H -5.681 3.645 -0.560  0.23
40 H -0.791 -1.734 -2.869  0.22
41 H -0.855 -3.217 4.022  0.23
42 H 6.071 0.046 0.767  0.23
43 H 2.520 1.723 2.463  0.20
44 H -0.701 -4.338 -0.165  0.23
45 H -4.403 4.940 1.098  0.23
46 H 4.680 -0.917 -1.006  0.23
47 H -2.198 0.342 5.985  0.23
48 H 4.973 1.403 2.578  0.24
49 H -1.148 -6.775 -0.304  0.23
50 H -2.089 4.257 1.689  0.23
51 H -3.054 -0.251 1.836  0.21
52 H -1.015 -1.826 6.057  0.23
53 H -2.723 -7.826 1.281  0.23
54 H -2.687 -1.074 -2.433  0.22
55 H 1.300 -2.465 -4.258  0.25
56 H -5.839 1.788 -2.144  0.23
57 H -3.218 1.130 3.876  0.23
58 H -3.404 -4.041 3.147  0.23
59 H -4.864 -0.215 -3.183  0.23

Output
ΔE to the lowest compared entry with this formula, charge and spin ... 11.9 kcal per mole
Total charge ... +1
Frontier orbital gap (alpha / beta) ... 0.253 / 0.253 hartree

Record 3
This record from OMol25 describes a 2-piece molecular cluster, C9H11BN2 overall at a distorted geometry. The level of theory is ωB97M-V/def2-TZVPD.

Each line ends with the natural charge from an NBO analysis.
Atoms and positions in Å:
1 N -1.844 3.029 -1.174  -0.25
2 N -2.085 -0.399 0.334  -0.66
3 C 3.104 0.703 -1.161  -0.21
4 C -1.813 1.938 -0.728  -0.07
5 C 1.715 0.838 -1.341  -0.27
6 C -3.528 -0.066 0.494  -0.40
7 C -1.478 -1.758 0.360  -0.40
8 C 0.899 0.366 -0.292  -0.13
9 C 2.870 -0.305 0.933  -0.21
10 C 3.699 0.102 -0.112  -0.22
11 C 1.502 -0.191 0.885  -0.28
12 B -1.301 0.652 -0.125  0.76
13 H 0.815 -0.658 1.579  0.21
14 H 1.265 1.426 -2.125  0.22
15 H -0.455 -1.604 0.067  0.24
16 H 3.194 -0.533 1.921  0.21
17 H -3.975 0.043 -0.486  0.21
18 H -2.008 -2.246 -0.439  0.20
19 H -3.662 0.857 1.055  0.22
20 H 4.803 -0.004 0.072  0.22
21 H -1.498 -2.278 1.268  0.20
22 H -3.876 -0.926 1.007  0.21
23 H 3.656 1.012 -1.993  0.21

Output
ΔE to the lowest compared entry with this formula, charge and spin ... 74.7 kcal per mole
Total charge ... 0
Frontier orbital gap ... 0.347 hartree

Record 4
This record from OMol25 describes C23H26MoNS4Si as an isolated structure at a distorted geometry. The level of theory is ωB97M-V/def2-TZVPD.

Each line ends with the natural charge from an NBO analysis.
Atoms and positions in Å:
1 Mo -0.170 -0.628 0.520  0.48
2 S 0.453 -2.131 -1.341  0.48
3 S -0.060 -2.617 1.870  -0.01
4 S -2.312 -0.753 -0.367  0.10
5 S 0.012 0.370 2.873  0.48
6 Si -0.473 2.477 -1.363  1.65
7 N 1.905 -0.462 0.573  -0.47
8 C 2.541 -0.069 1.697  0.25
9 C 0.129 1.765 -3.010  -1.13
10 C 0.353 4.163 -1.159  -1.11
11 C -0.752 -0.879 3.878  -0.16
12 C 1.841 -1.008 -1.803  -0.57
13 C 2.601 -0.583 -0.576  0.24
14 C -0.824 -1.732 -2.516  -0.14
15 C -0.806 -2.188 3.401  -0.20
16 C -2.338 2.719 -1.458  -1.12
17 C 0.012 1.549 0.244  -1.16
18 C -0.642 -2.068 -3.851  -0.22
19 C -2.023 -2.800 5.386  -0.16
20 C -1.329 -0.522 5.089  -0.21
21 C 3.878 0.286 1.677  -0.23
22 C 4.592 0.182 0.495  -0.11
23 C 1.788 -0.121 2.994  -0.57
24 C -2.791 -1.134 -4.350  -0.17
25 C -1.972 -1.490 5.843  -0.21
26 C -2.991 -0.848 -3.010  -0.20
27 C -1.621 -1.750 -4.775  -0.20
28 C -2.008 -1.141 -2.067  -0.20
29 C 3.949 -0.285 -0.641  -0.23
30 C -1.439 -3.152 4.179  -0.20
31 H -2.672 3.454 -0.723  0.25
32 H 1.218 1.780 -3.107  0.23
33 H 5.639 0.450 0.460  0.24
34 H 1.396 -0.147 -2.302  0.28
35 H 1.443 4.094 -1.191  0.23
36 H -0.633 2.061 0.966  0.24
37 H -1.475 -1.992 -5.819  0.23
38 H 0.080 4.625 -0.208  0.24
39 H -3.559 -0.882 -5.070  0.23
40 H 0.041 4.840 -1.958  0.24
41 H 2.259 0.503 3.749  0.25
42 H 4.355 0.626 2.585  0.24
43 H -0.265 2.401 -3.807  0.26
44 H 1.775 -1.157 3.338  0.28
45 H -2.889 1.798 -1.272  0.24
46 H 1.029 1.886 0.481  0.22
47 H -1.279 0.505 5.427  0.23
48 H -2.624 3.087 -2.446  0.24
49 H -1.480 -4.171 3.817  0.23
50 H -2.533 -3.554 5.971  0.23
51 H -2.429 -1.220 6.786  0.23
52 H -0.236 0.757 -3.211  0.23
53 H 4.483 -0.394 -1.574  0.24
54 H -3.912 -0.390 -2.672  0.24
55 H 0.268 -2.571 -4.157  0.23
56 H 2.496 -1.535 -2.494  0.25

Output
2S+1 ... 3
Total charge ... +1
Frontier orbital gap (alpha / beta) ... 0.235 / 0.248 hartree
<S²> ... 2.031